ORCA calculation (the ωB97M-V functional and the def2-TZVPD basis) on a 11-piece molecular cluster, C15H52O11 overall.

Geometry (Å):
C 3.633 1.401 1.230
O 4.254 1.557 2.505
H 3.396 0.345 1.142
H 2.767 2.039 1.060
H 4.370 1.609 0.442
H 4.753 2.378 2.521
C -1.062 -1.533 3.120
O -1.812 -2.726 3.377
H -1.181 -0.900 3.999
H -0.037 -1.834 2.951
H -1.439 -0.971 2.258
H -2.534 -2.497 3.966
C -1.203 -1.088 -4.653
O -1.142 0.334 -4.606
H -0.327 -1.475 -5.168
H -1.267 -1.484 -3.636
H -2.089 -1.428 -5.203
H -1.591 0.624 -3.809
C 1.462 -4.978 -0.244
O 1.485 -3.579 -0.566
H 0.490 -5.270 0.156
H 1.692 -5.592 -1.116
H 2.218 -5.140 0.518
H 0.814 -3.423 -1.236
C 0.155 -0.287 -0.427
O 0.726 0.435 0.662
H -0.756 -0.796 -0.099
H -0.093 0.343 -1.285
H 0.863 -1.036 -0.784
H 0.702 1.366 0.417
O 2.226 -2.296 1.928
H 1.462 -1.713 1.881
H 2.151 -2.822 1.122
C -3.936 -3.650 0.700
C -2.770 -2.845 0.175
O -2.791 -2.735 -1.241
H -3.932 -4.650 0.269
H -4.887 -3.160 0.456
H -3.931 -3.734 1.788
H -1.837 -3.325 0.472
H -2.758 -1.840 0.617
H -3.659 -2.406 -1.496
C 3.321 -0.345 -2.040
C 2.322 -0.214 -3.158
O 2.634 -1.092 -4.231
H 3.229 0.456 -1.300
H 4.348 -0.206 -2.399
H 3.269 -1.308 -1.537
H 2.138 0.805 -3.514
H 1.351 -0.567 -2.812
H 3.472 -0.836 -4.631
C -0.384 2.056 4.383
C 0.868 2.091 3.523
O 1.939 2.555 4.327
H -0.279 1.257 5.119
H -1.258 1.823 3.772
H -0.531 3.008 4.887
H 0.701 2.758 2.662
H 1.078 1.096 3.120
H 2.765 2.249 3.931
C -2.746 1.561 0.600
C -3.610 2.795 0.667
O -4.363 2.896 -0.533
H -1.998 1.634 -0.186
H -3.365 0.688 0.363
H -2.304 1.330 1.570
H -2.968 3.677 0.804
H -4.266 2.777 1.543
H -5.140 3.433 -0.368
C -0.196 3.459 -2.280
C 1.296 3.621 -2.225
O 1.740 3.809 -0.895
H -0.493 2.604 -1.666
H -0.511 3.317 -3.311
H -0.689 4.337 -1.863
H 1.573 4.470 -2.872
H 1.795 2.769 -2.705
H 2.679 4.016 -0.905

Summary:
2S+1: 1
LUMO energy, eV: 0.5

Atomic partial charges in e from the Mulliken method, atoms 1 to 4: number 1, C, carries -0.3649; number 2, O, carries -0.5784; number 3, H, carries 0.1253; number 4, H, carries 0.1551



ORCA calculation (the ωB97M-V functional and the def2-TZVPD basis) on one molecule with the formula C9H17NO3S.

Geometry (Å):
C 1.200 0.683 1.668
C 0.144 1.416 1.300
C 1.762 -0.466 0.911
C -0.609 1.179 -0.046
C 0.639 -1.098 -0.010
C -2.063 1.139 0.148
C -0.216 2.360 -0.983
C -0.329 -1.826 1.026
C 1.228 -2.138 -0.994
N 0.001 -0.018 -0.701
O 3.443 1.516 0.536
O 4.290 -0.650 -0.087
O 2.794 0.323 -1.582
S 3.163 0.236 -0.050
H 1.669 0.852 2.604
H -0.133 2.278 1.816
H 2.202 -1.143 1.560
H -2.726 1.640 -0.526
H -2.223 1.753 1.212
H -2.476 0.083 0.377
H -0.837 2.207 -1.881
H 0.892 2.354 -1.192
H -0.381 3.411 -0.629
H -1.319 -2.303 0.469
H -0.791 -1.265 1.881
H 0.136 -2.674 1.435
H 0.653 -2.012 -2.023
H 1.234 -3.233 -0.705
H 2.283 -1.840 -1.208
H -0.753 -0.660 -1.204
H 1.842 0.683 -1.666

Summary:
2S+1: 3
LUMO energy (alpha / beta), eV: 0.2 / -4.5

Atomic partial charges in e from the Mulliken method, atoms 1 to 4: number 1, C, carries -1.2110; number 2, C, carries -1.1288; number 3, C, carries -0.7683; number 4, C, carries 1.8014



ORCA calculation (the ωB97M-V functional and the def2-TZVPD basis) on one molecule with the formula C5H4O2.

Geometry (Å):
O -0.600 2.320 -0.439
C -0.301 1.196 -0.142
C -1.160 -0.069 -0.187
C -0.117 -1.159 -0.163
C 1.101 -0.734 0.199
C 1.102 0.735 0.356
O 1.966 1.468 0.772
H -1.759 -0.090 0.734
H -1.861 -0.132 -1.023
H -0.353 -2.185 -0.429
H 1.984 -1.350 0.324

Summary:
2S+1: 1
LUMO energy, eV: -0.6

Atomic partial charges in e from the Mulliken method, atoms 1 to 4: number 1, O, carries -0.4953; number 2, C, carries 0.3210; number 3, C, carries -0.4588; number 4, C, carries -0.3575



ORCA calculation (the ωB97M-V functional and the def2-TZVPD basis) on C9H35O9 as an isolated structure.

Geometry (Å):
C 4.208 -21.302 -14.907
O 3.086 -20.568 -14.622
H 3.953 -22.311 -15.231
H 4.736 -20.848 -15.746
H 4.844 -21.626 -14.083
C 3.596 -20.828 -18.497
O 3.618 -20.471 -17.164
H 4.535 -21.316 -18.757
H 2.701 -21.414 -18.709
H 3.495 -19.919 -19.090
H 3.237 -21.202 -16.672
C 4.233 -23.251 -12.857
O 3.186 -22.412 -12.631
H 4.119 -24.212 -12.357
H 4.233 -23.570 -13.899
H 5.195 -22.802 -12.611
H 2.870 -22.627 -11.751
C 5.244 -18.833 -17.119
O 4.449 -19.145 -16.015
H 6.308 -18.709 -16.914
H 5.055 -19.443 -18.003
H 4.892 -17.842 -17.403
H 4.742 -19.998 -15.687
C 6.331 -21.607 -16.942
O 7.140 -20.729 -17.640
H 5.524 -21.963 -17.583
H 6.828 -22.560 -16.760
H 5.869 -21.310 -16.001
H 7.450 -21.121 -18.459
C 6.975 -23.418 -14.611
O 6.871 -23.968 -15.910
H 6.778 -24.225 -13.905
H 7.883 -22.856 -14.395
H 6.231 -22.629 -14.505
H 5.983 -24.330 -15.934
C 7.073 -20.284 -13.413
O 8.264 -20.608 -14.044
H 6.537 -19.356 -13.615
H 6.315 -21.051 -13.571
H 7.255 -20.320 -12.339
H 8.605 -21.437 -13.700
C 4.762 -24.321 -16.761
O 4.914 -23.914 -15.379
H 5.655 -24.795 -17.167
H 3.910 -24.987 -16.898
H 4.554 -23.412 -17.326
H 4.244 -23.240 -15.242
C 4.409 -20.383 -11.818
O 3.023 -20.474 -11.433
H 4.904 -19.678 -11.150
H 4.962 -21.312 -11.680
H 4.558 -20.183 -12.879
H 3.007 -20.777 -10.522

Summary:
2S+1: 1
Net charge: -1
LUMO energy, eV: 3.0

Atomic partial charges in e from the Mulliken method, atoms 1 to 4: number 1, C, carries 2.2218; number 2, O, carries -0.8615; number 3, H, carries 0.0363; number 4, H, carries 0.8900



Let's list calculated total energy in order: -1430.18305, -1031.47506, -343.37193, -1040.37606 hartree.
Let's list relative energy (zero: lowest compared OMol25 entry of this formula, charge and spin) in order: 3.958, 0.000, 0.556, 13.818 eV.